[1]
{
  "formula": "C4H5N3O",
  "method": "the ωB97M-V functional and the def2-TZVPD basis",
  "species": ["C", "C", "C", "C", "N", "N", "N", "O", "H", "H", "H", "H", "H"],
  "positions_angstrom": [[-1.812, 0.871, -0.275], [-1.650, -0.507, -0.531], [2.099, 0.227, -0.100], [2.194, -1.082, -0.206], [-0.928, 1.076, 0.723], [-0.755, -0.953, 0.315], [-0.310, -0.012, 1.096], [1.976, 1.397, 0.095], [-2.400, 1.588, -0.900], [-2.051, -1.240, -1.221], [1.352, -1.564, 0.036], [3.211, -1.576, -0.455], [-0.926, 1.776, 1.423]],
  "atomic_forces_ev_per_a": [[-0.71, -1.17, -1.79], [-0.72, 1.62, -0.40], [0.03, 2.20, 0.89], [4.98, 1.70, -1.32], [-1.04, 0.84, -0.14], [1.68, -1.54, 1.41], [-0.52, -1.25, -0.17], [0.53, -2.75, -0.90], [0.77, -0.44, 1.34], [-0.28, 0.70, -0.14], [-2.81, -2.17, 0.72], [-2.08, 1.02, 0.42], [0.17, 1.24, 0.07]],
  "lowdin_charge": [-0.062, -0.146, -0.280, -0.003, -0.012, -0.031, -0.010, 0.098, 0.124, 0.102, -0.031, 0.104, 0.148],
  "lumo_ev": 0.85,
  "gap_ev": 9.71,
  "relative_energy_kcal_mol": 85.17,
  "e_tot_ev": -10743.9213,
  "smiles": "c1c[nH]nn1.C=C=O",
  "largest_force_ev_per_a": 5.43
}

***

[2]
{
  "formula": "C26H20BrClN2O2PS4Sr",
  "method": "the ωB97M-V functional and the def2-TZVPD basis",
  "species": ["Sr", "S", "C", "S", "S", "Br", "C", "C", "C", "C", "C", "N", "C", "O", "O", "H", "H", "H", "Cl", "C", "C", "C", "C", "C", "C", "P", "C", "C", "C", "C", "C", "C", "C", "C", "C", "C", "C", "C", "H", "H", "H", "H", "H", "H", "H", "H", "H", "H", "H", "H", "H", "H", "N", "H", "H", "H", "S", "C"],
  "positions_angstrom": [[0.528, -0.897, 0.644], [-0.262, 2.732, 4.589], [-0.226, 1.571, 3.390], [-1.673, 0.535, 3.428], [1.047, 1.405, 2.299], [2.338, -1.736, 4.099], [2.439, -3.104, 2.748], [3.090, -4.261, 3.079], [3.179, -5.276, 2.071], [2.596, -5.014, 0.845], [1.949, -3.806, 0.607], [1.873, -2.813, 1.585], [1.328, -3.528, -0.729], [1.518, -4.353, -1.643], [0.673, -2.426, -0.839], [3.510, -4.388, 4.066], [3.686, -6.210, 2.279], [2.623, -5.734, 0.039], [-1.939, 0.365, -1.468], [-2.181, 1.476, -2.789], [-3.126, 1.133, -3.740], [-3.324, 1.939, -4.849], [-2.567, 3.088, -5.002], [-1.642, 3.445, -4.040], [-1.446, 2.676, -2.889], [-0.131, 3.035, -1.668], [-1.125, 4.021, -0.484], [-0.442, 4.889, 0.372], [-1.130, 5.620, 1.322], [-2.503, 5.463, 1.459], [-3.181, 4.588, 0.631], [-2.498, 3.869, -0.341], [0.767, 4.364, -2.563], [1.857, 3.966, -3.341], [2.633, 4.888, -4.021], [2.347, 6.245, -3.924], [1.258, 6.654, -3.167], [0.469, 5.728, -2.503], [-3.702, 0.226, -3.616], [-4.063, 1.668, -5.591], [-2.709, 3.715, -5.874], [-1.068, 4.355, -4.158], [0.633, 4.978, 0.291], [-0.596, 6.290, 1.980], [-3.031, 5.999, 2.237], [-4.250, 4.452, 0.742], [-3.039, 3.176, -0.972], [2.088, 2.909, -3.415], [3.467, 4.556, -4.626], [2.969, 6.972, -4.431], [1.022, 7.709, -3.096], [-0.382, 6.064, -1.928], [2.584, -0.166, -1.120], [2.833, -1.102, -1.427], [3.423, 0.383, -0.989], [2.038, 0.257, -1.862], [-2.898, -1.705, 2.235], [-1.564, -0.722, 2.216]],
  "atomic_forces_ev_per_a": [[-0.05, 1.44, 1.51], [-0.12, 0.22, 0.18], [-0.09, -0.03, 0.07], [-0.07, -0.12, -0.03], [0.23, 0.54, -0.13], [-0.06, 0.04, -0.06], [0.17, -0.39, -0.07], [0.00, 0.24, 0.27], [-0.07, -0.10, -0.34], [0.20, -0.12, 0.33], [-0.18, -0.20, -0.81], [-0.03, 0.40, 0.39], [0.78, -1.08, 0.20], [-0.24, 0.28, -0.10], [0.00, -1.47, -1.77], [-0.01, 0.02, 0.00], [-0.02, -0.02, -0.04], [-0.03, 0.03, -0.04], [-0.15, 0.29, -0.05], [0.34, 0.40, 0.04], [-0.22, -0.14, -0.13], [0.07, 0.02, 0.11], [-0.19, 0.07, -0.22], [-0.04, 0.07, 0.41], [0.00, -0.86, -0.57], [-0.20, 0.11, 0.24], [0.24, -0.05, 0.16], [-0.10, -0.12, 0.01], [-0.03, -0.03, 0.07], [0.05, 0.03, 0.02], [-0.12, -0.02, -0.04], [0.02, 0.02, -0.01], [0.23, 0.24, -0.12], [-0.18, -0.15, 0.13], [0.09, 0.19, -0.14], [-0.07, -0.17, 0.05], [0.07, 0.18, -0.10], [-0.01, -0.21, 0.02], [0.07, -0.03, 0.05], [0.00, -0.05, 0.00], [0.04, 0.01, 0.01], [-0.02, -0.04, -0.07], [0.06, 0.02, 0.07], [0.07, -0.02, 0.06], [-0.03, 0.03, -0.01], [0.02, -0.04, 0.03], [-0.03, 0.05, 0.03], [0.06, 0.02, 0.04], [0.01, -0.03, 0.04], [-0.02, 0.01, -0.01], [-0.02, -0.01, 0.02], [0.01, 0.02, 0.04], [-0.02, 0.09, -0.03], [-0.07, -0.01, 0.08], [-0.02, -0.01, 0.03], [0.03, 0.01, -0.05], [-0.09, -0.12, -0.13], [-0.26, 0.59, 0.38]],
  "lowdin_spin": [0.006, 0.000, 0.000, 0.000, 0.000, 0.001, 0.044, 0.128, 0.206, 0.019, 0.209, 0.222, 0.053, 0.072, 0.015, 0.007, 0.018, -0.004, 0.000, 0.000, 0.000, 0.000, 0.000, 0.000, 0.000, 0.000, 0.000, 0.000, 0.000, 0.000, 0.000, 0.000, 0.000, 0.000, 0.000, 0.000, 0.000, 0.000, 0.000, 0.000, 0.000, 0.000, 0.000, 0.000, 0.000, 0.000, 0.000, 0.000, 0.000, 0.000, 0.000, 0.000, 0.001, 0.000, 0.000, 0.000, 0.001, 0.001],
  "lumo_ev": [3.57, 3.57],
  "gap_ev": [2.68, 4.74],
  "relative_energy_kcal_mol": 30.28,
  "s2": 0.765,
  "charge": -2,
  "multiplicity": 2,
  "e_tot_ev": -170395.1916,
  "largest_force_ev_per_a": 2.30
}

***

Which formula does entry 1 have? C4H5N3O

***

Copy entry 1 word for word.
{
  "formula": "C4H5N3O",
  "method": "the ωB97M-V functional and the def2-TZVPD basis",
  "species": ["C", "C", "C", "C", "N", "N", "N", "O", "H", "H", "H", "H", "H"],
  "positions_angstrom": [[-1.812, 0.871, -0.275], [-1.650, -0.507, -0.531], [2.099, 0.227, -0.100], [2.194, -1.082, -0.206], [-0.928, 1.076, 0.723], [-0.755, -0.953, 0.315], [-0.310, -0.012, 1.096], [1.976, 1.397, 0.095], [-2.400, 1.588, -0.900], [-2.051, -1.240, -1.221], [1.352, -1.564, 0.036], [3.211, -1.576, -0.455], [-0.926, 1.776, 1.423]],
  "atomic_forces_ev_per_a": [[-0.71, -1.17, -1.79], [-0.72, 1.62, -0.40], [0.03, 2.20, 0.89], [4.98, 1.70, -1.32], [-1.04, 0.84, -0.14], [1.68, -1.54, 1.41], [-0.52, -1.25, -0.17], [0.53, -2.75, -0.90], [0.77, -0.44, 1.34], [-0.28, 0.70, -0.14], [-2.81, -2.17, 0.72], [-2.08, 1.02, 0.42], [0.17, 1.24, 0.07]],
  "lowdin_charge": [-0.062, -0.146, -0.280, -0.003, -0.012, -0.031, -0.010, 0.098, 0.124, 0.102, -0.031, 0.104, 0.148],
  "lumo_ev": 0.85,
  "gap_ev": 9.71,
  "relative_energy_kcal_mol": 85.17,
  "e_tot_ev": -10743.9213,
  "smiles": "c1c[nH]nn1.C=C=O",
  "largest_force_ev_per_a": 5.43
}